Record 1
This record from the Open Molecules 2025 dataset describes a molecular structure, C46H69CrN6O2P3Si. The level of theory is ωB97M-V with the def2-TZVPD basis set.

Properties
LUMO level (spin up / spin down) in Eh: -0.0642 / -0.0655
Relative energy (zero: lowest compared OMol25 entry of this formula, charge and spin) in kcal/mol: 0.0
Spin multiplicity: 4
HOMO level (spin up / spin down) in hartree: -0.34620 / -0.33889
⟨S²⟩: 3.898
Charge: +1
Orbital gap (spin up / spin down) in eV: 7.6743 / 7.4407

Geometry (Å):
Cr  0.267  0.258  0.064
C  3.101  -1.797  4.186
C  2.450  -2.015  2.808
C  1.365  -3.062  3.022
P  1.940  -0.396  1.984
C  3.668  0.089  1.415
C  3.826  1.280  0.469
C  4.817  0.122  2.425
C  1.074  0.422  3.392
C  1.726  1.025  4.465
C  1.009  1.543  5.528
C  -0.378  1.472  5.530
C  -1.035  0.895  4.457
C  -0.331  0.364  3.371
Si  -1.197  -0.303  1.836
C  -1.420  -2.183  1.961
C  -1.885  -2.840  3.102
C  -2.101  -4.207  3.105
C  -1.873  -4.947  1.949
C  -1.426  -4.315  0.802
C  -1.185  -2.940  0.809
P  -0.569  -1.999  -0.622
C  0.627  -3.062  -1.560
C  0.135  -4.397  -2.138
C  1.917  -3.277  -0.772
C  -2.016  -1.804  -1.772
C  -3.161  -2.793  -1.576
C  -1.572  -1.705  -3.234
C  -2.975  0.196  1.469
C  -4.014  -0.233  2.303
C  -5.338  -0.038  1.959
C  -5.636  0.587  0.755
C  -4.616  1.029  -0.069
C  -3.268  0.850  0.267
P  -1.759  1.642  -0.584
C  -2.991  3.920  0.854
C  -4.242  4.333  0.100
C  -3.273  3.335  2.225
C  -2.093  1.629  -2.422
C  -3.468  1.196  -2.939
C  -1.721  2.949  -3.097
H  3.745  -2.650  4.411
H  2.327  -1.758  4.953
H  3.700  -0.899  4.283
H  3.197  -2.432  2.125
H  0.589  -2.672  3.677
H  1.810  -3.923  3.523
H  0.895  -3.407  2.109
H  3.792  -0.818  0.801
H  3.995  2.198  1.026
H  2.976  1.436  -0.189
H  4.711  1.099  -0.148
H  4.641  0.873  3.196
H  5.732  0.409  1.902
H  5.004  -0.837  2.903
H  2.801  1.125  4.460
H  1.532  2.015  6.349
H  -0.942  1.882  6.358
H  -2.119  0.877  4.449
H  -2.050  -2.281  4.016
H  -2.446  -4.701  4.002
H  -2.045  -6.014  1.944
H  -1.270  -4.904  -0.088
H  0.867  -2.410  -2.404
H  0.385  -5.222  -1.472
H  0.633  -4.593  -3.089
H  -0.936  -4.427  -2.320
H  1.764  -3.995  0.031
H  2.281  -2.353  -0.320
H  2.698  -3.682  -1.422
H  -2.405  -0.825  -1.481
H  -2.873  -3.823  -1.789
H  -3.976  -2.532  -2.255
H  -3.549  -2.756  -0.559
H  -1.291  -2.676  -3.641
H  -0.727  -1.027  -3.370
H  -2.395  -1.324  -3.839
H  -3.790  -0.747  3.230
H  -6.130  -0.378  2.612
H  -6.666  0.744  0.464
H  -4.893  1.547  -0.973
H  -2.382  4.820  0.999
H  -4.996  3.548  0.100
H  -3.998  4.596  -0.929
H  -4.673  5.212  0.579
H  -4.038  2.561  2.200
H  -3.623  4.138  2.876
H  -2.363  2.919  2.661
H  -1.368  0.881  -2.756
H  -4.208  1.985  -2.809
H  -3.853  0.286  -2.482
H  -3.385  1.020  -4.014
H  -2.219  3.793  -2.616
H  -2.052  2.924  -4.137
H  -0.649  3.122  -3.094
C  3.149  -2.570  -4.791
C  3.532  -1.263  -5.480
C  2.404  -0.754  -6.368
C  3.996  -0.211  -4.476
N  2.968  0.103  -3.483
C  2.709  -0.477  -2.317
N  1.628  0.068  -1.807
N  1.238  1.013  -2.700
N  2.028  1.033  -3.701
H  2.980  -3.353  -5.530
H  2.219  -2.459  -4.226
H  3.928  -2.922  -4.111
H  4.410  -1.449  -6.106
H  1.500  -0.559  -5.787
H  2.156  -1.497  -7.125
H  2.677  0.169  -6.879
H  4.249  0.730  -4.964
H  4.867  -0.561  -3.920
H  3.289  -1.273  -1.889
C  2.332  5.166  1.985
N  1.577  4.390  1.010
C  0.997  4.973  -0.071
C  0.251  4.254  -0.934
C  0.010  2.883  -0.631
O  -2.120  3.122  0.029
N  0.723  2.298  0.333
C  1.530  3.013  1.203
O  2.175  2.502  2.103
H  2.179  6.221  1.771
H  3.392  4.925  1.929
H  1.979  4.932  2.986
H  1.145  6.042  -0.162
H  -0.244  4.741  -1.758


Record 2
This record from the Open Molecules 2025 dataset describes 8 unconnected molecules or ions with the total composition C46H69IO18S. The level of theory is ωB97M-V with the def2-TZVPD basis set.

Properties
LUMO level in Eh: -0.0159
Spin multiplicity: 1
HOMO level in hartree: -0.33057
Charge: 0
Orbital gap in eV: 8.5615

Geometry (Å):
O  4.975  0.300  3.446
C  4.210  0.385  2.513
O  3.873  -0.703  1.768
C  3.525  1.691  2.132
C  2.419  1.979  3.213
C  1.324  2.856  2.506
C  0.067  2.026  2.303
C  -0.041  1.106  1.291
C  -1.215  0.394  1.117
S  -1.416  -0.782  -0.217
C  -2.262  0.621  1.986
C  -2.134  1.540  3.015
C  -0.977  2.251  3.195
C  -3.324  1.777  3.930
O  -3.217  1.902  5.133
C  -4.646  1.799  3.196
C  -5.643  2.685  3.509
C  -6.798  2.658  2.759
I  -8.408  3.968  3.137
C  -6.940  1.771  1.717
C  -5.935  0.884  1.421
C  -4.774  0.885  2.157
C  -3.622  -0.053  1.890
O  -3.762  -1.234  1.659
H  3.162  -0.442  1.170
H  4.195  2.553  2.111
H  2.992  1.626  1.176
H  2.008  1.024  3.557
H  2.841  2.509  4.070
H  1.707  3.276  1.572
H  1.112  3.702  3.169
H  0.792  0.928  0.615
H  -1.293  -2.014  0.331
H  -0.838  2.974  3.991
H  -5.464  3.379  4.324
H  -7.846  1.792  1.122
H  -6.055  0.193  0.572
C  7.501  -1.152  4.053
C  7.748  -2.644  3.993
O  8.507  -3.006  2.832
C  9.850  -2.985  2.782
C  10.615  -2.282  3.878
O  10.417  -3.459  1.834
H  8.437  -0.595  4.138
H  6.871  -0.901  4.904
H  7.010  -0.815  3.145
H  8.218  -3.027  4.901
H  6.795  -3.163  3.897
H  10.785  -1.247  3.586
H  11.574  -2.781  3.998
H  10.123  -2.312  4.848
C  -10.668  -2.274  -1.889
C  -10.616  -0.782  -1.635
O  -9.467  -0.422  -0.859
C  -8.263  -0.176  -1.389
C  -7.987  -0.561  -2.819
O  -7.398  0.287  -0.686
H  -9.813  -2.611  -2.475
H  -11.579  -2.538  -2.427
H  -10.646  -2.820  -0.946
H  -10.661  -0.199  -2.556
H  -11.478  -0.485  -1.039
H  -7.568  -1.566  -2.843
H  -7.260  0.138  -3.227
H  -8.861  -0.512  -3.464
C  -9.810  7.301  -1.478
C  -10.604  6.031  -1.258
O  -10.388  5.088  -2.311
C  -9.366  4.212  -2.327
C  -8.223  4.399  -1.359
O  -9.349  3.343  -3.155
H  -8.737  7.110  -1.471
H  -10.034  8.032  -0.700
H  -10.052  7.735  -2.448
H  -10.407  5.579  -0.284
H  -11.669  6.260  -1.282
H  -7.448  5.003  -1.829
H  -7.815  3.418  -1.120
H  -8.518  4.851  -0.414
C  -2.661  -2.737  -4.083
C  -2.724  -2.487  -5.575
O  -3.688  -1.468  -5.888
C  -3.405  -0.158  -5.872
C  -2.119  0.305  -5.227
O  -4.204  0.629  -6.304
H  -2.331  -1.850  -3.540
H  -1.973  -3.553  -3.861
H  -3.649  -2.996  -3.699
H  -1.753  -2.250  -5.998
H  -3.067  -3.389  -6.079
H  -2.308  0.537  -4.179
H  -1.789  1.208  -5.738
H  -1.305  -0.414  -5.303
C  8.556  -5.810  0.999
C  7.753  -7.083  1.156
O  7.959  -7.979  0.058
C  8.971  -8.861  -0.005
C  10.121  -8.730  0.967
O  8.980  -9.690  -0.873
H  9.628  -6.007  0.994
H  8.340  -5.118  1.809
H  8.317  -5.325  0.052
H  7.948  -7.584  2.107
H  6.689  -6.846  1.145
H  10.896  -8.110  0.519
H  10.522  -9.724  1.154
H  9.837  -8.320  1.933
C  6.135  3.102  7.470
C  6.315  3.135  5.966
O  5.143  3.623  5.308
C  4.879  4.926  5.103
C  5.687  5.963  5.844
O  3.963  5.242  4.393
H  5.975  4.101  7.878
H  7.013  2.670  7.951
H  5.261  2.506  7.732
H  7.197  3.704  5.665
H  6.459  2.121  5.596
H  5.180  6.211  6.775
H  5.748  6.854  5.223
H  6.710  5.658  6.055
C  1.401  -1.023  -10.039
C  0.683  -0.545  -8.795
O  0.034  -1.625  -8.116
C  0.643  -2.419  -7.219
C  2.147  -2.389  -7.104
O  -0.020  -3.188  -6.575
H  2.198  -1.726  -9.798
H  1.836  -0.180  -10.577
H  0.706  -1.541  -10.701
H  1.341  0.002  -8.118
H  -0.112  0.145  -9.076
H  2.569  -3.148  -7.762
H  2.415  -2.621  -6.076
H  2.588  -1.421  -7.332


Listing max |F| for the structures above in their given order: 0.553; 1.912 eV/A.